{"formula": "CHN3OS", "method": "the ωB97M-V functional and the def2-TZVPD basis", "e_above_lowest_ev": 4.149, "multiplicity": 1, "fmax_ev_per_a": 3.600, "lumo_energy_ev": -0.7220, "homo_lumo_gap_ha": 0.3703, "elements": ["C", "N", "N", "N", "O", "S", "H"], "positions_angstrom": [[-0.2821, 0.9370, 0.3493], [0.4848, 0.8730, -0.6474], [-0.8338, 1.0723, 1.3856], [-0.0278, -1.7530, -0.0290], [1.5674, -1.0232, -1.9960], [0.6976, -0.8802, -0.8948], [-1.6061, 0.7740, 1.8322]]}


{"formula": "C33H28N3O3PTi", "method": "the ωB97M-V functional and the def2-TZVPD basis", "e_above_lowest_ev": 0.342, "multiplicity": 3, "fmax_ev_per_a": 2.991, "lumo_energy_ev": [0.3794, 0.3399], "homo_lumo_gap_ha": [0.2229, 0.2824], "elements": ["Ti", "C", "O", "C", "C", "C", "C", "C", "C", "N", "N", "C", "O", "C", "C", "C", "C", "C", "C", "C", "O", "H", "H", "H", "H", "H", "H", "H", "H", "H", "H", "H", "H", "N", "C", "C", "C", "C", "C", "C", "P", "C", "C", "C", "C", "C", "C", "C", "C", "C", "C", "C", "C", "H", "H", "H", "H", "H", "H", "H", "H", "H", "H", "H", "H", "H", "H", "H", "H"], "positions_angstrom": [[-0.0680, 0.9435, -0.5723], [-4.2994, 0.7803, 0.6015], [-4.7429, 1.6750, -0.4220], [-3.9647, 2.7484, -0.8335], [-4.6221, 3.7342, -1.5328], [-3.9002, 4.7848, -2.0740], [-2.5183, 4.8862, -2.0039], [-1.8193, 3.7931, -1.4344], [-0.3689, 3.7793, -1.6919], [0.3940, 2.7261, -1.5272], [1.7375, 2.9228, -1.9453], [2.4519, 1.9349, -1.5225], [1.9022, 0.9727, -0.8646], [3.8568, 1.9131, -1.7237], [4.6562, 0.8077, -1.4617], [6.0042, 0.7398, -1.7656], [6.6459, 1.9132, -2.1824], [5.9034, 3.1162, -2.3242], [4.5219, 3.0443, -2.1944], [-2.5678, 2.7391, -0.8526], [-1.8432, 1.7585, -0.3543], [-3.5720, 0.0969, 0.2910], [-4.0225, 1.4114, 1.5041], [-5.2037, 0.2121, 0.7773], [-5.7204, 3.7172, -1.6733], [-4.5901, 5.5099, -2.5827], [-2.0064, 5.6938, -2.4125], [0.0283, 4.7018, -2.1256], [4.2390, -0.0569, -0.9094], [6.6289, -0.1034, -1.4948], [7.6929, 1.9540, -2.5081], [6.2331, 4.0502, -2.7130], [3.9218, 3.9438, -2.2954], [0.5132, 0.8845, 1.7256], [-0.4833, 0.2711, 2.5200], [-1.0401, 0.9003, 3.6621], [-1.9272, 0.1375, 4.3570], [-2.3416, -1.1471, 3.9479], [-1.8454, -1.6937, 2.7725], [-0.9127, -0.9603, 2.0846], [-0.3712, -1.5303, 0.4009], [-1.3846, -3.0069, -0.0041], [-1.0200, -4.3554, 0.2821], [-1.8025, -5.3898, -0.1371], [-3.0247, -5.0195, -0.6558], [-3.4586, -3.7182, -0.8680], [-2.5761, -2.7038, -0.6388], [1.2472, -2.3014, 0.6897], [1.7657, -2.6635, 1.9164], [3.0393, -3.2956, 1.9443], [3.7420, -3.5311, 0.7529], [3.1344, -3.2888, -0.4406], [1.9346, -2.5713, -0.4932], [0.7547, 1.8229, 1.8907], [1.3820, 0.3747, 1.6416], [-0.6433, 1.8672, 3.9621], [-2.3866, 0.5338, 5.2559], [-3.0065, -1.6825, 4.5644], [-2.2675, -2.6268, 2.4017], [-0.1198, -4.5405, 0.8330], [-1.5270, -6.4348, -0.0019], [-3.7842, -5.7742, -0.9728], [-4.3400, -3.5593, -1.4016], [-2.7907, -1.6594, -0.9394], [1.2289, -2.5946, 2.8127], [3.4342, -3.5536, 2.8697], [4.7755, -4.0496, 0.7971], [3.6929, -3.6215, -1.2858], [1.4206, -2.3626, -1.4218]]}


{"formula": "C28H80N18O11", "method": "the ωB97M-V functional and the def2-TZVPD basis", "e_above_lowest_ev": 2.701, "multiplicity": 1, "fmax_ev_per_a": 8.726, "smiles": "CC1(C)CCCC(C)(C)N1O.COC[C@H](C)N.COC[C@H](C)N.COC[C@H](C)N.NC(N)=O.NC(N)=O.NC(N)=O.NC(N)=O.NC(N)=O.NC(N)=O.NC(N)=O", "lumo_energy_ev": 0.0422, "homo_lumo_gap_ha": 0.3188, "elements": ["C", "C", "C", "C", "C", "C", "N", "O", "C", "C", "C", "H", "H", "H", "H", "H", "H", "H", "H", "H", "H", "H", "H", "H", "H", "H", "H", "H", "H", "H", "C", "O", "N", "N", "H", "H", "H", "H", "C", "O", "N", "N", "H", "H", "H", "H", "C", "O", "N", "N", "H", "H", "H", "H", "C", "O", "N", "N", "H", "H", "H", "H", "C", "O", "N", "N", "H", "H", "H", "H", "C", "O", "N", "N", "H", "H", "H", "H", "C", "O", "N", "N", "H", "H", "H", "H", "C", "C", "C", "O", "C", "N", "H", "H", "H", "H", "H", "H", "H", "H", "H", "H", "H", "C", "C", "C", "O", "C", "N", "H", "H", "H", "H", "H", "H", "H", "H", "H", "H", "H", "C", "C", "C", "O", "C", "N", "H", "H", "H", "H", "H", "H", "H", "H", "H", "H", "H"], "positions_angstrom": [[-2.6996, 3.5368, -4.0391], [-2.0249, 4.5156, -3.1236], [-3.0285, 5.7861, -3.0361], [-4.2228, 5.5036, -2.1030], [-3.8457, 4.8951, -0.8260], [-2.7816, 3.7545, -0.8712], [-1.6631, 4.0502, -1.7596], [-0.6285, 3.1423, -1.7630], [-2.2201, 3.4679, 0.5481], [-3.5180, 2.4730, -1.4025], [-0.7724, 5.1102, -3.9002], [-2.7219, 3.7367, -5.1104], [-3.7762, 3.3801, -3.9722], [-2.2007, 2.5677, -4.0267], [-2.5383, 6.6778, -2.6453], [-3.5838, 6.0360, -3.9402], [-5.0685, 4.9798, -2.5484], [-4.6700, 6.4888, -1.9712], [-4.7462, 4.3849, -0.4841], [-3.5478, 5.6357, -0.0837], [-3.0292, 3.4546, 1.2784], [-1.6687, 2.5398, 0.3979], [-1.6362, 4.2527, 1.0291], [-2.9302, 1.5957, -1.6727], [-4.1178, 2.0814, -0.5809], [-4.2646, 2.6560, -2.1753], [-0.0507, 4.3326, -4.1506], [-0.3936, 5.8588, -3.2045], [-1.1967, 5.4905, -4.8294], [0.1387, 3.7166, -1.8189], [0.8031, 0.2086, -2.9343], [1.7585, 0.6795, -2.3931], [-0.1641, 0.8513, -3.4961], [0.5798, -1.0407, -3.1755], [-0.8000, 0.2010, -3.9351], [-0.3944, 1.7866, -3.1921], [-0.1400, -1.2617, -3.8486], [1.3969, -1.6119, -3.0137], [0.8944, -1.2055, 4.4511], [0.0121, -2.0636, 4.6793], [1.0072, -0.5149, 3.3969], [1.8225, -1.0103, 5.2852], [0.3791, -0.6519, 2.6178], [1.7404, 0.1545, 3.2113], [2.5850, -0.3784, 5.0863], [1.7741, -1.5822, 6.1163], [-1.8291, -5.6300, 3.0815], [-0.6131, -5.9317, 2.8666], [-2.1552, -4.6576, 3.8180], [-2.9460, -6.1712, 2.5665], [-3.0561, -4.3386, 4.1445], [-1.4331, -4.0016, 4.0796], [-3.8598, -5.7986, 2.7815], [-2.7982, -6.9299, 1.9163], [4.3985, -6.0907, 1.5952], [5.3160, -5.2842, 1.8654], [4.0625, -7.0818, 2.3926], [3.9980, -6.3159, 0.4185], [4.5367, -7.3199, 3.2520], [3.6047, -7.9271, 2.0830], [4.3328, -5.6864, -0.2968], [3.3361, -7.0524, 0.2195], [-2.4580, -4.6475, -2.2833], [-2.9762, -4.9301, -3.2588], [-2.0177, -3.4518, -1.9612], [-2.0682, -5.3935, -1.3259], [-2.0003, -2.7240, -2.6612], [-1.6403, -3.2978, -1.0371], [-1.5487, -4.9172, -0.6025], [-2.2493, -6.3870, -1.3415], [4.9198, 0.1569, -0.7399], [5.8682, -0.1119, -0.0066], [4.9730, 0.3681, -2.0202], [3.7071, 0.2796, -0.3439], [5.7846, 0.4146, -2.6195], [4.0703, 0.3512, -2.4729], [3.0900, 0.7021, -1.0227], [3.6163, 0.3369, 0.6604], [4.7239, -4.4210, -3.0244], [4.5402, -5.1853, -2.1151], [4.1284, -3.2646, -3.0388], [5.4856, -4.6307, -4.0508], [3.6394, -3.0074, -2.1934], [4.2350, -2.6371, -3.8230], [5.5505, -3.9990, -4.8362], [5.8525, -5.5578, -4.2120], [3.8989, 7.5961, 0.2287], [3.6210, 6.2140, -0.3675], [2.1579, 5.8990, -0.5636], [1.9283, 4.5796, -0.9743], [2.2306, 3.5748, 0.0316], [4.1458, 6.2839, -1.6271], [4.0697, 7.5877, 1.3052], [2.9825, 8.1861, 0.2195], [4.6936, 8.1938, -0.2178], [4.1865, 5.3922, 0.0716], [1.6288, 6.5679, -1.2424], [1.7027, 6.0600, 0.4137], [1.3111, 3.2420, 0.5133], [3.0870, 3.6476, 0.7020], [2.5271, 2.6988, -0.5453], [3.7268, 7.0392, -2.1506], [3.7656, 5.5443, -2.2001], [-3.3139, 0.8450, 2.8679], [-3.4266, -0.5805, 3.3987], [-4.7990, -0.8564, 4.1772], [-4.6471, -2.1125, 4.7642], [-3.7370, -2.3758, 5.7714], [-3.2156, -1.5466, 2.3675], [-3.7874, 0.9982, 1.8982], [-2.2557, 0.9900, 2.6506], [-3.6221, 1.6294, 3.5591], [-2.5876, -0.6315, 4.0926], [-5.6096, -0.7833, 3.4521], [-5.0917, -0.1263, 4.9317], [-4.0651, -3.3561, 6.1171], [-3.8982, -1.7424, 6.6437], [-2.6985, -2.3256, 5.4442], [-3.1027, -2.3832, 2.9221], [-2.3705, -1.4095, 1.8317], [1.6189, -4.0727, 0.0616], [0.6478, -3.1474, 0.8911], [0.6022, -1.6481, 0.4559], [-0.6670, -1.0590, 0.7752], [-0.8920, 0.1260, 0.0505], [-0.6476, -3.8351, 0.8295], [1.5459, -5.1236, 0.3416], [2.6534, -3.7390, 0.1431], [1.3605, -3.9810, -0.9934], [0.9023, -3.1543, 1.9509], [0.7443, -1.6488, -0.6248], [1.3816, -0.9758, 0.8145], [-1.8584, 0.5418, 0.3355], [-0.9728, 0.0287, -1.0322], [-0.3091, 1.0182, 0.2795], [-1.1281, -3.5709, 1.6777], [-0.3853, -4.7891, 1.0325]]}


{"formula": "C5H14NO4", "method": "the ωB97M-V functional and the def2-TZVPD basis", "e_above_lowest_ev": 5.081, "multiplicity": 1, "fmax_ev_per_a": 5.218, "total_charge": -1, "lumo_energy_ev": 3.4087, "homo_lumo_gap_ha": 0.2280, "elements": ["O", "C", "C", "C", "C", "C", "O", "N", "H", "H", "H", "H", "H", "H", "H", "H", "H", "H", "H", "H", "O", "H", "H", "O"], "positions_angstrom": [[0.1693, -1.5125, 2.0438], [-0.2416, -1.8073, 0.8812], [0.0721, -1.0891, -0.3013], [0.7803, 0.2711, -0.2107], [-0.0608, 1.3898, -0.6552], [-0.4405, 2.1200, 0.6333], [0.3922, 3.2027, 0.8416], [0.0943, -1.7628, -1.5852], [-0.7270, -2.8466, 0.9568], [-2.7567, -1.0035, -0.1463], [1.7431, 0.2058, -0.7666], [1.1643, 0.2586, 0.7506], [-1.0256, 0.9575, -1.1855], [0.2297, 2.1494, -1.3721], [-0.4998, 1.3691, 1.4403], [-1.3254, 2.7749, 0.6561], [1.1089, -1.8069, -1.8699], [-0.5665, -1.4427, -2.1778], [2.2148, -1.1369, 0.4928], [2.0968, -1.9346, -0.6897], [2.8850, -1.6613, -0.1062], [-2.9670, 0.4119, 0.7174], [0.9309, 3.0306, 1.6775], [-3.2711, -0.1373, -0.0249]]}


{"formula": "C22H28N4O2ReS", "method": "the ωB97M-V functional and the def2-TZVPD basis", "e_above_lowest_ev": 1.583, "multiplicity": 4, "fmax_ev_per_a": 0.914, "total_charge": 2, "lumo_energy_ev": [-6.3283, -7.4490], "homo_lumo_gap_ha": [0.2835, 0.2492], "elements": ["Re", "O", "C", "C", "C", "C", "C", "C", "C", "N", "C", "C", "N", "C", "C", "C", "C", "C", "C", "C", "O", "H", "H", "H", "H", "H", "H", "H", "H", "H", "H", "H", "H", "H", "H", "C", "C", "N", "C", "C", "S", "C", "C", "N", "H", "H", "H", "H", "H", "H", "H", "H", "H", "H", "H", "H", "H", "H"], "positions_angstrom": [[0.1225, 0.3580, 0.4726], [-0.5583, -1.3915, 0.9089], [-0.1025, -2.3988, 1.6934], [-1.0030, -3.2975, 2.2489], [-0.5228, -4.3286, 3.0390], [0.8438, -4.5074, 3.2687], [1.7373, -3.6463, 2.6821], [1.2698, -2.5740, 1.8966], [2.1971, -1.7691, 1.1940], [1.9342, -0.6965, 0.5074], [3.0702, -0.1645, -0.2847], [2.4424, 0.6008, -1.4166], [1.4699, 1.4583, -0.7300], [1.6068, 2.7385, -0.8292], [0.9462, 3.7149, -0.0278], [1.1541, 5.0813, -0.2885], [0.6279, 6.0349, 0.5512], [-0.0835, 5.6316, 1.6834], [-0.2900, 4.2922, 1.9707], [0.2120, 3.3350, 1.1009], [-0.0152, 2.0318, 1.3791], [-2.0631, -3.1988, 2.0693], [-1.2300, -5.0178, 3.4819], [1.1894, -5.3250, 3.8841], [2.8037, -3.7808, 2.8133], [3.2316, -2.1076, 1.1831], [3.7013, -0.9801, -0.6329], [3.6594, 0.5069, 0.3430], [1.9280, -0.0629, -2.1146], [3.1742, 1.1941, -1.9633], [2.3346, 3.1017, -1.5528], [1.7367, 5.3706, -1.1543], [0.7795, 7.0856, 0.3510], [-0.4771, 6.3791, 2.3598], [-0.8196, 3.9839, 2.8618], [-3.7065, -0.8119, -0.3730], [-3.1830, -0.4721, 1.0107], [-2.1977, 0.6499, 1.0315], [-2.8160, 1.9314, 0.5984], [-2.7923, 2.1921, -0.9091], [-1.2592, 1.6777, -1.7063], [-1.8320, 0.6372, -3.0686], [-2.7970, -0.5061, -2.6710], [-2.6196, -0.9615, -1.3163], [-4.3591, -0.0125, -0.7222], [-4.3474, -1.6966, -0.2864], [-2.6935, -1.3377, 1.4361], [-4.0110, -0.2044, 1.6729], [-1.9959, 0.7701, 2.0240], [-2.3045, 2.7397, 1.1105], [-3.8565, 1.9558, 0.9331], [-2.8967, 3.2657, -1.0664], [-3.6189, 1.7145, -1.4249], [-0.9176, 0.2615, -3.5305], [-2.3020, 1.3055, -3.7911], [-2.6814, -1.3148, -3.3950], [-3.8164, -0.1381, -2.7987], [-2.0986, -1.8171, -1.2134]]}


{"formula": "C3H9O4", "method": "the ωB97M-V functional and the def2-TZVPD basis", "e_above_lowest_ev": 8.530, "multiplicity": 1, "fmax_ev_per_a": 5.254, "total_charge": -1, "lumo_energy_ev": -0.1190, "homo_lumo_gap_ha": 0.1334, "elements": ["O", "C", "O", "C", "C", "H", "H", "H", "H", "H", "H", "H", "O", "H", "H", "O"], "positions_angstrom": [[0.8523, -1.9262, 0.6129], [0.1965, -0.9444, 0.0033], [-0.1671, 0.0504, 1.0877], [0.8869, -0.1451, -1.0151], [0.1205, 0.8928, -1.6823], [1.4533, -0.6865, -1.7714], [-0.8030, -1.2460, -0.3562], [-0.1601, 0.7189, -2.7215], [-0.8191, 1.0967, -1.1672], [0.7449, 1.8154, -1.6059], [0.4925, -2.0253, 1.5794], [-0.6192, -2.9468, 3.4678], [-0.1012, -2.4066, 2.8758], [-1.2735, 3.8337, 0.1836], [0.2309, 0.8831, 0.8205], [-1.0347, 3.0358, -0.3114]]}


{"formula": "C3H18O5", "method": "the ωB97M-V functional and the def2-TZVPD basis", "e_above_lowest_ev": 0.455, "multiplicity": 1, "fmax_ev_per_a": 1.194, "smiles": "CCC.O.O.O.O.O", "lumo_energy_ev": 0.0935, "homo_lumo_gap_ha": 0.3988, "elements": ["C", "C", "C", "H", "H", "H", "H", "H", "H", "H", "H", "H", "H", "O", "H", "H", "O", "H", "H", "O", "H", "H", "O", "H", "H", "O"], "positions_angstrom": [[0.9689, -1.3149, -0.4203], [1.9048, -0.6015, -1.3951], [1.9186, 0.9460, -1.2546], [1.0334, -1.0360, 0.6409], [1.2622, -2.3613, -0.2898], [-0.0545, -1.1799, -0.7585], [1.5828, -0.9491, -2.3799], [2.9389, -0.9157, -1.2547], [2.8459, 1.1493, -0.7295], [1.9296, 1.5213, -2.1857], [0.9817, 1.2776, -0.8048], [-4.1117, 0.4227, 0.1152], [-3.5736, -0.8016, -0.5735], [-3.2744, 0.0517, -0.2174], [1.7435, 1.9163, 1.9045], [1.9081, 0.4021, 1.9878], [2.3555, 1.2330, 2.1912], [-1.0235, -0.1072, 3.9296], [-0.4584, 0.6538, 2.7073], [-0.4227, -0.1937, 3.1786], [-1.9740, -1.3198, -3.1474], [-2.0981, -1.2134, -1.5874], [-2.3320, -1.7329, -2.3551], [-1.6576, 1.9385, 1.3438], [-1.4356, 0.7175, 0.5086], [-0.9577, 1.4972, 0.8463]]}


{"formula": "C6H9NO3", "method": "the ωB97M-V functional and the def2-TZVPD basis", "e_above_lowest_ev": 6.804, "multiplicity": 1, "fmax_ev_per_a": 4.624, "smiles": "O=[N+]([O-])[C@@]1(CO)CC12CC2", "lumo_energy_ev": 0.4049, "homo_lumo_gap_ha": 0.3710, "elements": ["C", "C", "C", "C", "C", "C", "N", "O", "O", "O", "H", "H", "H", "H", "H", "H", "H", "H", "H"], "positions_angstrom": [[-1.9821, 1.2279, -0.3270], [-2.1569, -0.3665, -0.3213], [0.0307, 0.0817, 1.2192], [-0.8962, 0.3182, 0.1470], [0.8368, 0.0754, -0.0431], [1.4685, -1.0809, -0.7021], [1.4812, 1.2982, -0.1932], [1.0289, 2.3522, 0.2288], [2.5981, 1.2525, -0.6400], [1.3132, -2.2339, 0.1256], [-1.9295, 1.5634, -1.3278], [-2.3313, 1.7571, 0.5028], [-2.6458, -0.8378, 0.4390], [-2.3198, -0.8663, -1.2385], [0.1670, 0.6550, 2.0614], [-0.0495, -0.9671, 1.6478], [2.4984, -0.8748, -0.7421], [1.1831, -1.2713, -1.8095], [1.7051, -2.0829, 0.9728]]}


{"formula": "C2H7N3O", "method": "the ωB97M-V functional and the def2-TZVPD basis", "e_above_lowest_ev": 5.534, "multiplicity": 1, "fmax_ev_per_a": 6.515, "smiles": "CNN(C)N=O", "lumo_energy_ev": 0.7457, "homo_lumo_gap_ha": 0.3537, "elements": ["C", "C", "N", "N", "N", "O", "H", "H", "H", "H", "H", "H", "H"], "positions_angstrom": [[-1.4013, 0.8590, 1.1165], [1.3694, -0.7786, -0.5137], [-0.4334, 0.3113, -1.5046], [-0.7328, -0.4642, 0.6236], [0.1222, -0.2045, -0.4710], [0.3114, 0.3735, -2.5101], [-2.0750, 1.0632, 0.3833], [-1.7739, 0.6010, 2.0308], [-0.5196, 1.7066, 1.2504], [2.0679, -0.1210, -1.2173], [1.8903, -0.7426, 0.5468], [1.3091, -1.8003, -1.0458], [-0.1343, -0.8035, 1.3111]]}